# 1
93
Properties=species:S:1:pos:R:3:forces:R:3 method="wB97M-V/def2-TZVPD" de_lowest_kcal_mol=4.5 e_homo_ev="-14.02 / -14.02" spin_multiplicity=3 total_charge=+3 s_squared=2.003 mol_weight_g_mol=844.4 e_tot_ha=-3220.436204
Pr 0.3765 0.0099 -0.3750 -0.57 0.23 1.34
P 2.6581 1.2276 1.1334 1.42 0.70 0.85
P -0.2839 2.3539 -1.8132 -0.62 1.59 -1.38
P 2.4087 -0.3998 -2.2997 1.38 -0.29 -1.19
H -1.0652 -2.6015 -0.1591 0.58 0.01 -0.14
C -0.0201 -2.7298 -0.5173 0.72 -0.47 0.81
C 1.0266 -2.7128 0.3592 -1.29 -1.01 -0.99
H 0.8537 -2.6082 1.4273 0.03 0.28 -0.06
C 2.5003 1.7130 2.9010 -0.36 -0.06 0.01
C 3.4350 2.7628 0.4772 -0.40 0.07 -0.35
C 4.1438 0.1579 1.2594 -0.23 -0.43 -0.19
C -1.6306 1.8448 -2.9748 0.02 -0.20 0.28
C -1.0769 3.6376 -0.7555 0.06 -0.17 0.31
C 0.8541 3.3304 -2.8845 0.36 -0.15 0.14
C 3.3297 -1.9791 -2.2385 -0.16 -0.08 0.41
C 3.7573 0.7540 -2.7269 -0.08 0.34 0.18
C 1.5283 -0.5769 -3.8984 -0.30 0.10 0.23
H 0.1076 -3.0055 -1.5759 0.00 0.16 0.43
H 2.0284 -3.0129 0.0594 -0.09 0.25 -0.05
H 2.1905 0.8552 3.5118 0.07 0.20 -0.10
H 1.7562 2.5102 3.0019 0.02 -0.13 0.06
H 3.4630 2.0961 3.2803 -0.29 -0.21 -0.30
H 2.6902 3.5700 0.4698 0.24 -0.09 -0.04
H 3.8141 2.6113 -0.5405 -0.11 0.09 0.21
H 4.2715 3.0647 1.1229 -0.26 -0.18 -0.11
H 3.8633 -0.7867 1.7417 0.19 0.10 -0.08
H 4.9127 0.6500 1.8700 -0.26 -0.05 -0.15
H 4.5623 -0.0490 0.2682 -0.04 -0.04 0.19
H -2.0427 2.7338 -3.4784 0.12 -0.30 0.20
H -2.4364 1.3493 -2.4045 0.16 0.24 -0.26
H -1.2681 1.1373 -3.7376 -0.07 0.25 0.13
H -1.5359 4.4364 -1.3667 0.24 -0.43 0.21
H -0.3218 4.0790 -0.0826 -0.28 -0.09 -0.30
H -1.8522 3.1701 -0.1253 0.17 0.24 -0.22
H 0.3264 4.1890 -3.3343 0.12 -0.40 0.22
H 1.2713 2.7019 -3.6897 -0.25 0.25 0.28
H 1.6954 3.7056 -2.2763 -0.34 -0.06 -0.24
H 3.8522 -2.1502 -3.1899 -0.16 0.06 0.27
H 2.6255 -2.7958 -2.0460 0.26 -0.02 -0.19
H 4.0578 -1.9455 -1.4174 -0.10 -0.08 -0.22
H 4.2445 0.3971 -3.6445 -0.11 0.12 0.23
H 4.4971 0.7962 -1.9170 -0.14 -0.04 -0.25
H 3.3595 1.7643 -2.8878 0.18 -0.23 -0.04
H 2.2548 -0.9609 -4.6281 -0.29 0.12 0.08
H 1.1169 0.3825 -4.2429 0.14 -0.28 -0.01
H 0.6957 -1.2894 -3.8047 0.20 0.10 -0.17
C -1.6263 -0.7267 -6.9637 -0.64 -1.26 0.08
C -2.7219 -1.1084 -7.7892 0.65 -0.09 0.80
C -2.9867 -2.4846 -7.9557 0.75 0.03 0.16
C -2.1373 -3.4489 -7.3780 -0.37 -0.50 -0.06
C -0.9703 -3.0466 -6.7073 -0.36 -0.47 -0.54
C -0.6824 -1.6986 -6.5895 -0.57 0.53 0.37
O -1.4982 0.4602 -6.2488 -0.11 0.59 -0.85
H -2.0853 1.1651 -6.5773 0.23 -0.55 -0.17
H -3.3621 -0.3650 -8.2595 -0.04 -0.08 0.32
H -3.8660 -2.8224 -8.5202 0.48 0.33 0.21
H -2.3960 -4.5367 -7.4683 0.33 1.25 0.09
H -0.3012 -3.7935 -6.2603 -0.22 0.32 -0.42
H 0.2200 -1.3511 -6.0999 -0.08 -0.06 0.09
C -2.4745 3.8849 5.3419 0.08 -0.48 -0.10
C -1.8206 4.0476 4.1154 -0.09 -0.05 0.07
C -1.4038 2.9376 3.3704 -0.15 0.06 0.51
C -1.6317 1.6479 3.8625 0.10 -0.10 -0.45
C -2.3152 1.4634 5.0744 -0.04 0.13 0.21
C -2.7237 2.5882 5.8206 0.16 -0.16 -0.37
Sb -0.8626 -0.0462 2.7200 -0.96 -0.14 2.20
C 0.2784 -0.9630 4.3606 0.27 0.17 -0.61
C 0.7482 -2.2739 4.1985 0.37 0.26 0.22
C 1.6438 -2.8205 5.1249 0.00 -0.05 0.02
C 2.0857 -2.0723 6.2204 -0.31 0.43 -0.14
C 1.6100 -0.7613 6.3889 -0.11 -0.18 -0.36
C 0.7200 -0.2006 5.4530 0.15 0.00 0.11
C -2.6323 -1.3129 2.6449 0.55 -0.23 -0.10
C -2.7305 -2.5123 3.3683 -0.09 -0.06 -0.20
C -3.8325 -3.3619 3.1607 0.15 0.15 0.06
C -4.8369 -3.0144 2.2491 0.38 0.33 0.04
C -4.7306 -1.8084 1.5377 0.10 -0.19 0.23
C -3.6287 -0.9649 1.7300 -0.14 -0.36 -0.25
H -2.7947 4.7549 5.9258 0.17 -0.38 -0.30
H -1.6366 5.0499 3.7363 -0.03 -0.16 0.05
H -0.8979 3.0860 2.4170 -0.03 0.04 0.13
H -2.5355 0.4580 5.4650 0.18 0.50 -0.25
H -3.2379 2.4431 6.7779 0.22 0.05 -0.46
H 0.4607 -2.8659 3.3309 -0.11 -0.04 0.30
H 2.0101 -3.8386 4.9809 -0.13 0.28 0.06
H 2.8064 -2.4894 6.9303 -0.35 0.12 -0.28
H 1.9502 -0.1578 7.2345 -0.15 -0.22 -0.29
H 0.4109 0.8460 5.5797 0.02 -0.53 -0.05
H -1.9489 -2.8022 4.0794 -0.36 0.12 -0.25
H -3.8912 -4.3067 3.7150 -0.02 0.47 -0.23
H -5.6881 -3.6812 2.0889 0.31 0.29 0.05
H -5.5060 -1.5347 0.8271 0.12 -0.01 0.12
H -3.5460 -0.0495 1.1367 -0.14 -0.12 0.21

***

# 2
100
Properties=species:S:1:pos:R:3:forces:R:3 method="wB97M-V/def2-TZVPD" de_lowest_kcal_mol=11.5 e_homo_ev=-5.09 total_charge=-1 mol_weight_g_mol=723.7 e_tot_ha=-4705.664045
C 2.7243 -3.1704 -1.3880 -0.19 -0.05 0.25
C 2.3543 -3.1262 -2.8703 0.43 -0.38 0.33
O 0.9699 -2.8535 -3.0592 0.49 0.55 -0.45
C 0.8326 -1.4821 -3.4013 0.00 0.25 0.90
C -0.6024 -1.0135 -3.3346 0.71 -0.06 -0.51
C -1.6491 -1.8696 -3.0862 0.84 -0.32 0.03
C -2.9370 -1.3957 -3.0173 -1.24 -1.46 0.15
C -4.0508 -2.4212 -2.7125 -0.39 -0.39 0.05
O -4.6255 -2.9733 -3.6636 0.38 0.39 -0.31
O -4.2546 -2.5861 -1.4951 0.20 0.33 0.55
C -3.2343 -0.0618 -3.1784 -0.56 0.70 0.02
C -4.6781 0.4254 -3.1086 0.32 -0.01 -0.97
C -5.1524 0.6287 -4.5684 0.71 -1.08 -0.45
O -4.8554 -0.1033 -5.4560 -0.44 0.94 0.72
Br -6.3006 2.1914 -4.9920 -0.10 -0.19 0.33
C -2.1822 0.8057 -3.3952 0.15 1.00 -0.16
C -0.8772 0.3366 -3.4904 0.72 0.57 -0.14
C 0.2201 1.3324 -3.7618 -0.89 0.24 0.23
O 1.1559 1.0990 -4.5017 0.13 0.03 0.17
C 0.0406 2.6602 -3.0564 0.79 -0.02 -0.24
C 1.1922 3.4492 -2.4443 0.51 -0.49 0.27
C 2.5810 2.8181 -2.6666 -0.16 0.01 -0.14
C 3.1693 3.1832 -4.0472 -0.14 -0.96 0.95
C 3.9538 2.0502 -4.6955 0.46 -0.20 -1.33
O 4.5537 2.2027 -5.7310 -0.35 0.20 0.61
O 3.9844 0.8028 -4.0933 -0.17 0.56 0.40
C -1.2066 3.1036 -2.9669 -2.45 0.29 -0.41
N -1.5238 4.3306 -2.2948 2.16 -0.84 0.26
C -1.6259 4.1363 -1.0325 -0.43 0.55 -0.05
C -1.0086 5.1302 -0.0605 -1.78 -0.03 0.26
C -2.3794 2.9738 -0.4050 1.25 -0.27 0.66
C -2.3608 2.2950 -3.5354 0.36 -0.46 -0.03
O -3.3402 2.8148 -4.0187 0.19 0.05 0.31
H 3.7244 -3.5838 -1.2120 -0.12 0.04 -0.22
H 2.0044 -3.7961 -0.8490 0.11 0.08 -0.07
H 2.7180 -2.1754 -0.9273 -0.11 -0.12 -0.13
H 2.9895 -2.3692 -3.3520 -0.23 -0.09 -0.15
H 2.5842 -4.0829 -3.3531 -0.15 0.06 0.11
H 1.3849 -0.8985 -2.6376 -0.04 0.00 -0.21
H 1.3146 -1.2289 -4.3539 -0.29 -0.39 -0.04
H -1.3996 -2.9131 -2.9320 -0.36 0.01 0.00
H -4.7642 1.3512 -2.5404 -0.25 -0.18 -0.01
H -5.2712 -0.4047 -2.7096 -0.17 0.36 0.12
H 1.0260 3.4465 -1.3595 -0.10 0.17 -0.13
H 1.1662 4.4959 -2.7708 -0.11 -0.13 0.05
H 2.4546 1.7366 -2.5720 0.24 0.17 -0.15
H 3.2928 3.0823 -1.8747 -0.26 0.23 -0.07
H 3.8284 4.0520 -3.9748 -0.14 -0.04 -0.20
H 2.3258 3.4032 -4.7082 0.35 0.03 -0.19
H 3.3389 0.2285 -4.5245 -0.06 0.07 -0.08
H -0.8570 6.1103 -0.5116 0.21 -0.19 -0.04
H -0.0876 4.7027 0.3477 0.00 0.04 -0.28
H -1.7020 5.2146 0.7906 0.31 0.27 -0.02
H -3.4423 3.2178 -0.3114 0.15 0.08 -0.16
H -1.9793 2.8377 0.6087 -0.29 -0.11 -0.10
H -2.2566 2.0131 -0.9145 -0.15 0.21 -0.13
C -3.0416 -0.3293 1.3924 0.01 0.01 0.07
C -2.8862 0.4995 2.6600 0.08 -0.18 -0.19
N -4.1118 0.6195 3.4302 -0.13 0.22 0.17
C -4.0310 1.6143 4.4847 0.02 0.20 -0.02
C -3.0406 1.3737 5.6308 -0.04 0.09 0.15
C -4.7522 -0.6329 3.7975 -0.11 -0.28 -0.22
C -3.9416 -1.6386 4.6244 -0.09 -0.09 0.11
H -3.8356 0.0642 0.7562 -0.04 -0.07 0.03
H -2.1123 -0.3085 0.8202 0.00 -0.02 0.00
H -3.2602 -1.3744 1.6090 -0.03 0.00 -0.11
H -2.5726 1.5043 2.3603 -0.07 0.08 0.21
H -2.0606 0.0805 3.2569 0.07 0.01 -0.01
H -5.0292 1.7638 4.9075 -0.03 -0.14 -0.04
H -3.7785 2.5724 4.0165 0.06 -0.07 -0.09
H -3.4005 0.6160 6.3256 0.06 -0.06 -0.03
H -2.9131 2.2957 6.2039 -0.01 0.00 -0.02
H -2.0548 1.0775 5.2706 -0.02 -0.03 -0.02
H -5.0726 -1.1304 2.8793 0.11 0.05 -0.05
H -5.6854 -0.4114 4.3232 0.08 0.18 0.04
H -2.9178 -1.7449 4.2631 -0.01 0.04 -0.02
H -4.4089 -2.6237 4.5605 0.00 0.02 -0.02
H -3.9115 -1.3697 5.6800 0.11 0.02 -0.01
C 5.3615 -0.2411 2.2792 0.07 -0.01 0.03
C 4.2280 -1.0508 2.8924 0.16 0.11 0.01
N 4.1372 -2.4031 2.3759 -0.25 -0.26 -0.11
C 2.9073 -3.0820 2.7612 -0.23 0.07 -0.03
C 2.6854 -3.3657 4.2513 -0.09 -0.12 0.02
C 5.3438 -3.2064 2.4714 0.31 0.11 -0.08
C 5.9489 -3.4332 3.8630 0.11 -0.13 0.00
H 5.2824 -0.2158 1.1913 0.00 -0.07 0.01
H 5.3192 0.7862 2.6448 -0.01 -0.01 0.01
H 6.3414 -0.6396 2.5474 0.00 0.01 -0.03
H 3.2938 -0.5324 2.6584 -0.09 -0.18 0.04
H 4.3309 -1.0301 3.9884 0.00 0.08 0.03
H 2.8285 -4.0226 2.2088 0.18 0.02 -0.03
H 2.0665 -2.4793 2.4032 0.10 0.11 -0.01
H 3.2970 -4.1959 4.6023 0.04 0.05 0.04
H 1.6432 -3.6469 4.4175 0.00 0.01 -0.02
H 2.8886 -2.4939 4.8745 0.03 0.00 -0.02
H 6.1088 -2.7442 1.8413 -0.05 0.09 0.03
H 5.1596 -4.1764 2.0024 -0.20 0.04 0.03
H 5.9658 -2.5222 4.4633 -0.04 0.01 -0.02
H 6.9832 -3.7708 3.7610 -0.01 0.01 -0.02
H 5.4176 -4.2044 4.4181 -0.04 0.08 0.07

***

# 3
113
Properties=species:S:1:pos:R:3:forces:R:3 method="wB97M-V/def2-TZVPD" de_lowest_kcal_mol=31.1 e_homo_ev=-7.99 mol_weight_g_mol=1193.6 e_tot_ha=-8735.779598
Hf -0.9236 -3.2156 -2.1657 1.09 1.17 0.63
C 6.0515 -3.7744 2.3403 1.23 -0.06 1.50
C 5.2776 -3.6484 1.0735 1.08 -0.24 0.85
C 4.4590 -2.5702 0.9312 -1.23 2.19 0.08
C 3.6379 -2.4102 -0.1967 0.05 -0.32 0.30
C 3.7545 -3.3323 -1.2355 -0.04 -0.53 -0.05
C 4.6106 -4.4391 -1.0750 0.05 -0.08 -0.40
C 5.3501 -4.6027 0.0909 -0.49 -0.68 -0.54
S 2.7819 -3.1040 -2.7578 0.71 -2.40 0.27
O 3.4999 -3.7952 -3.8040 0.17 0.39 0.24
O 2.5535 -1.7014 -2.8502 -0.27 0.98 -0.16
N 1.3610 -3.8378 -2.5644 -0.55 1.73 0.73
C 1.0820 -5.1595 -2.4555 -0.52 -0.04 0.09
C 1.7974 -6.2607 -2.8967 0.87 -0.42 -1.22
C 1.1274 -7.4596 -2.9623 0.78 -1.08 -0.29
C -0.1609 -7.6734 -2.4828 -0.98 0.18 0.68
C -0.7875 -6.5408 -2.0021 1.23 1.51 0.82
N -0.1646 -5.3123 -1.9555 0.06 -1.96 -0.95
H 6.7717 -4.6152 2.4198 -0.86 0.01 -0.37
H 5.3682 -3.8065 3.2024 0.16 -0.25 -0.21
H 6.7341 -2.9381 2.5883 -0.56 0.14 -0.56
H 4.4656 -1.7810 1.7385 -0.25 -0.99 -0.95
H 2.8630 -1.6433 -0.2337 0.46 0.02 -0.10
H 4.7592 -5.1989 -1.8447 -0.41 0.42 -0.03
H 5.8996 -5.5317 0.2793 0.01 0.47 -0.31
H 2.7772 -6.1422 -3.4077 -0.84 -0.01 0.66
H 1.6387 -8.3027 -3.4294 0.01 0.16 0.19
H -0.6550 -8.6730 -2.4013 0.60 1.11 -0.37
H -1.7222 -6.4750 -1.4851 -0.65 -0.48 -0.15
N -1.6692 -0.8062 -1.3369 -0.58 -0.32 -0.99
N -0.5038 -0.0554 -1.6296 -0.12 -0.31 -0.12
C 0.0934 -0.2138 -2.8607 -0.85 -0.49 0.64
N 0.8931 0.7883 -3.1775 1.88 -0.17 -1.25
N -0.1808 -1.3320 -3.5263 -0.67 -0.57 1.14
N 0.0844 -1.5650 -4.8644 -0.23 -0.73 1.12
O -1.9677 -3.6722 -3.4964 -1.05 -0.16 -0.49
O 0.4052 -0.6127 -5.4839 0.61 1.24 -1.00
H -2.4542 -0.4243 -1.8901 0.33 -0.18 0.44
H -1.9167 -0.7438 -0.3433 0.66 -0.07 -0.43
H -0.4941 0.8947 -1.2793 -0.01 0.19 0.18
H 1.1371 1.3903 -2.3874 0.14 0.01 -0.38
H 1.6595 0.5074 -3.8412 -1.17 0.71 0.97
Se 0.6123 2.5770 0.0963 0.12 -0.12 0.02
N -6.1099 -4.5591 0.5361 0.27 0.26 -0.58
C -5.7743 -3.7257 -0.1878 -0.22 0.66 0.50
C -5.4362 -2.5096 -0.9314 0.68 -1.92 -1.58
C -4.7490 -2.6451 -2.1864 -0.64 -1.00 1.44
C -4.4407 -1.5122 -2.8779 -1.38 1.19 2.57
N -4.7139 -0.3081 -2.3183 0.48 0.54 -1.11
C -5.3580 -0.1932 -1.1580 0.58 0.34 -1.91
C -5.8003 -1.2643 -0.4730 -0.76 -1.14 2.51
H -4.4200 -3.6001 -2.6051 -0.28 0.16 0.40
H -3.9967 -1.6017 -3.8171 0.87 0.35 -1.36
H -5.5944 0.7863 -0.8120 0.11 0.75 0.11
H -6.3330 -1.1195 0.4981 0.41 -0.35 -1.01
C 4.0433 3.7963 0.6795 -0.16 0.10 1.31
Si 3.1664 5.3553 0.1993 -0.29 0.61 -0.10
C 3.1559 5.6724 -1.6433 0.31 -0.16 0.04
C 3.7194 6.9695 1.1141 0.01 -0.93 -1.42
As 0.8190 4.8414 0.4416 0.50 0.08 0.32
Si -0.7038 5.9058 -1.0889 0.87 -0.73 -0.18
C -0.8631 7.6273 -0.4976 0.27 1.23 1.24
C -0.1989 5.8169 -2.8949 0.45 -0.20 0.01
C -2.1981 4.8680 -0.8437 -0.79 -0.26 0.69
Si -0.0368 5.2275 2.6792 0.55 0.33 -1.56
C -1.8275 5.0756 2.2387 -0.14 0.15 0.76
C 0.5362 3.8703 3.7738 0.64 -0.26 0.89
C 0.5416 7.0044 3.1015 -1.42 -1.22 0.84
H 3.8158 3.5022 1.7244 -0.05 0.25 -0.40
H 5.1237 3.9004 0.6553 0.20 -0.07 -0.37
H 3.6681 2.9788 0.0791 0.15 -0.19 -0.34
H 4.1124 5.9244 -2.1169 -0.06 -0.25 0.20
H 2.5362 6.5604 -1.7309 -0.29 0.09 -0.35
H 2.6935 4.8081 -2.1527 0.14 0.48 0.07
H 4.4936 7.3864 0.4672 0.06 0.06 -0.20
H 4.2486 6.7223 2.0114 -0.13 0.06 0.91
H 2.9630 7.7459 1.1982 -0.10 -0.15 0.36
H -0.1896 8.3060 -1.0204 -0.07 0.00 -0.37
H -0.5567 7.7912 0.5742 -0.71 -0.39 -0.99
H -1.8926 7.9747 -0.6433 0.17 0.13 0.12
H -0.2777 4.7788 -3.2302 -0.22 0.05 -0.04
H 0.8189 6.1198 -3.1662 -0.21 0.12 0.35
H -0.8764 6.4432 -3.4810 -0.14 -0.13 0.01
H -2.8241 4.8807 -1.7132 -0.53 0.32 -0.63
H -2.7992 5.1345 0.0445 0.22 0.02 -0.85
H -1.9470 3.8160 -0.7328 0.36 -0.14 0.12
H -2.1897 4.2261 1.6646 0.54 -0.33 0.35
H -2.1355 5.9407 1.6795 -0.20 0.64 0.06
H -2.3101 5.0814 3.2083 -0.66 0.05 0.22
H 1.5058 4.1420 4.2608 -0.80 -0.26 -0.17
H 0.7201 2.9794 3.1702 -0.01 -0.02 -0.15
H -0.2168 3.5687 4.5330 0.49 0.39 -0.29
H 0.2488 7.6406 2.2895 -0.26 0.47 -0.26
H 1.6168 7.0461 3.1606 0.33 0.03 0.48
H -0.0093 7.3056 4.0352 0.89 0.04 -0.74
C -4.3206 -3.4302 5.7579 1.42 0.40 0.59
C -3.3915 -3.5595 4.5994 1.87 -1.00 -0.02
C -3.7248 -2.8039 3.4759 -0.39 0.27 0.25
C -2.9874 -2.7676 2.3279 1.68 -1.24 -0.18
C -1.9175 -3.6856 2.2717 -1.15 0.61 -0.12
C -1.5947 -4.5090 3.3451 1.40 0.01 0.16
C -2.1912 -4.3603 4.5958 -1.62 0.18 0.04
S -1.0657 -3.8754 0.7534 1.68 1.13 -1.21
O -0.3056 -2.6103 0.3762 -1.09 -1.88 0.79
O -0.2538 -5.0507 0.9244 -0.12 0.23 0.02
O -2.0825 -4.0013 -0.3635 0.02 0.22 0.38
H -4.5636 -2.3643 5.7626 -0.61 -0.32 0.54
H -3.8170 -3.7109 6.6972 -0.25 0.20 -0.26
H -5.1561 -4.0838 5.6250 -0.81 -0.13 -0.04
H -4.6174 -2.2115 3.5453 -0.31 0.32 0.03
H -3.1338 -2.1174 1.4744 -0.46 -0.01 0.14
H -0.7491 -5.1953 3.1951 -0.47 0.31 0.15
H -1.8023 -4.9327 5.5038 -0.83 0.89 -1.41